2 unconnected molecules or ions with the total composition C5H7NOS2 in a non-equilibrium geometry. Source: the OMol25 dataset; level of theory: the ωB97M-V functional and the def2-TZVPD basis.

Positions of all 16 atoms, in Å:
1 C 2.2628 0.7983 0.0391
2 C 2.3685 0.4373 1.3808
3 C 1.3373 0.0416 -0.6695
4 C 1.6323 -0.6339 1.8182
5 C -2.8432 0.3828 -1.9944
6 N 1.6062 -1.0516 3.0334
7 O -3.6403 -1.0443 0.1573
8 S 0.5748 -1.1240 0.3556
9 S -2.4053 -0.7443 -0.5995
10 H 2.7677 1.7232 -0.3727
11 H 3.1256 0.9816 1.8887
12 H 0.9091 0.3496 -1.5846
13 H -2.5537 -0.1694 -2.8819
14 H -3.8575 0.6264 -1.9180
15 H -2.1738 1.2712 -1.8593
16 H 0.8894 -1.8445 3.2069

The value obtained for the energy above the lowest of the compared OMol25 structures with the same formula, charge and spin is 2.773 eV. Its orbital gap (spin up / spin down) is 7.42 / 7.25 eV. The calculation puts the electronic energy at -30503.158 eV.



C5H7NS in the gas phase. Source: the OMol25 dataset; level of theory: the ωB97M-V functional and the def2-TZVPD basis.

Positions of all 14 atoms, in Å:
1 C 0.2282 1.8534 -0.0018
2 C -0.1490 0.4014 -0.0019
3 C -1.4681 -0.1606 -0.0011
4 C -1.3599 -1.5191 -0.0050
5 N -0.0094 -1.8262 -0.0047
6 C 0.7199 -0.6728 -0.0074
7 S 2.4809 -0.7456 -0.0003
8 H -0.6605 2.4840 -0.0147
9 H 0.8020 2.1238 -0.8980
10 H 0.8170 2.1231 0.8941
11 H -2.3789 0.4149 0.0242
12 H -2.0916 -2.3211 0.0121
13 H 0.3935 -2.7637 0.0030
14 H 2.6760 0.6086 0.0014

As for the structure (SMILES): Cc1cc[nH]c1S. The value obtained for the energy above the lowest of the compared OMol25 structures with the same formula, charge and spin is 0.038 eV. Its orbital gap is 8.40 eV. The calculation puts the electronic energy at -17623.608 eV.



A molecular structure, C5H7NS in a non-equilibrium geometry. Source: the OMol25 dataset; level of theory: the ωB97M-V functional and the def2-TZVPD basis.

Positions of all 14 atoms, in Å:
1 C -0.7204 -0.6001 0.4499
2 C 0.2055 0.6009 0.8686
3 C -0.6744 0.2854 -0.8666
4 C 0.8459 0.2604 -1.2375
5 C 1.4211 0.3317 0.0036
6 H -1.1262 -2.9348 1.2430
7 H -1.6869 -0.4397 0.8916
8 H 0.4403 0.7888 1.9767
9 H -0.2457 2.2043 -0.4188
10 H -1.4664 0.2504 -1.7329
11 H 1.3310 -0.0032 -2.1797
12 H 2.4193 0.1996 0.2997
13 N -0.7076 1.3941 0.0644
14 S -0.0356 -2.3379 0.6379

The value obtained for the energy above the lowest of the compared OMol25 structures with the same formula, charge and spin is 2.951 eV. Its orbital gap is 9.77 eV. The calculation puts the electronic energy at -17620.695 eV.



A molecular structure, C5H7NS in a non-equilibrium geometry. Source: the OMol25 dataset; level of theory: the ωB97M-V functional and the def2-TZVPD basis.

Positions of all 14 atoms, in Å:
1 C -0.1769 -0.6218 0.0267
2 C -1.3587 -0.5072 1.0305
3 C 0.2110 0.8761 0.1134
4 C 0.6603 1.5149 -1.1101
5 C 1.0289 2.0439 -2.1243
6 H 0.6676 -2.4860 0.0424
7 H 1.1631 -1.5237 1.2743
8 H -0.5867 -0.8122 -0.9713
9 H -2.2789 -1.0321 0.7855
10 H -1.0637 -0.7364 2.0816
11 H 0.9711 0.9916 0.8775
12 H 1.3195 2.5322 -3.0510
13 N 0.8958 -1.5403 0.2633
14 S -1.4524 1.3012 0.7616

The value obtained for the energy above the lowest of the compared OMol25 structures with the same formula, charge and spin is 2.265 eV. Its orbital gap is 9.73 eV. The calculation puts the electronic energy at -17621.381 eV.



C5H7NS2 in the gas phase. Source: the OMol25 dataset; level of theory: the ωB97M-V functional and the def2-TZVPD basis.

Positions of all 15 atoms, in Å:
1 S 2.3102 2.1358 1.9217
2 C 1.4943 0.9471 1.2076
3 C 0.3762 1.1512 0.2355
4 S 0.8898 0.5775 -1.5101
5 C -0.2266 -0.9575 -1.5413
6 C -0.3988 -1.0990 -0.0508
7 N -1.3380 -0.8993 1.0669
8 C -0.8360 0.2539 0.3349
9 H 1.7466 -0.0838 1.4265
10 H 0.1228 2.2299 0.1728
11 H -1.1614 -0.7435 -2.0829
12 H 0.3404 -1.7459 -2.0286
13 H 0.5427 -1.4249 0.3929
14 H -2.3114 -1.0031 0.7976
15 H -1.5505 0.6617 -0.3425

As for the structure (SMILES): S=C[C@H]1SC[C@@H]2N[C@H]21. The value obtained for the energy above the lowest of the compared OMol25 structures with the same formula, charge and spin is 3.705 eV. Its orbital gap is 8.35 eV. The calculation puts the electronic energy at -28455.161 eV.



A molecular structure, C5H7NdO4 in a non-equilibrium geometry. Source: the OMol25 dataset; level of theory: the ωB97M-V functional and the def2-TZVPD basis.

Positions of all 17 atoms, in Å:
1 O 1.0949 -2.5029 -0.7647
2 Nd -0.7649 -1.5775 0.1067
3 C 2.2182 -1.8509 -1.3013
4 C 2.3235 -0.4529 -0.7654
5 H 3.1385 -2.4119 -1.0466
6 H 2.1586 -1.8188 -2.4064
7 H 2.0936 -0.2818 0.2917
8 H 2.6652 0.3490 -1.4266
9 C -0.5047 1.8766 -0.8489
10 C -1.2253 0.9163 -0.2229
11 H -0.1784 1.6538 -1.8680
12 H -0.5617 2.9386 -0.5830
13 O -1.9384 1.4545 0.9207
14 C -2.3185 0.5949 1.8184
15 O -2.0252 -0.6043 1.8271
16 O -2.9412 1.1854 2.8097
17 H -3.2342 0.5320 3.4592

The value obtained for the energy above the lowest of the compared OMol25 structures with the same formula, charge and spin is 2.409 eV. As for the spin multiplicity: 5. Its orbital gap (spin up / spin down) is 6.68 / 8.17 eV. The calculation puts the electronic energy at -28755.720 eV. The net charge is +1.



2 unconnected molecules or ions with the total composition C5H7O2S in a non-equilibrium geometry. Source: the OMol25 dataset; level of theory: the ωB97M-V functional and the def2-TZVPD basis.

Positions of all 15 atoms, in Å:
1 C -0.2914 1.6473 1.0276
2 C 0.9451 -0.3417 -0.9644
3 C -1.2426 0.5649 1.4905
4 C -0.0753 0.9556 2.3777
5 C 0.1996 0.2368 -2.1967
6 O 2.1661 -1.2446 -1.1309
7 O 0.3171 -3.1697 -1.3181
8 S 1.0052 -2.1269 -0.4619
9 H -2.2530 0.9433 1.7114
10 H -1.2206 -0.4448 1.2074
11 H 0.7263 0.2305 2.6352
12 H -0.3817 1.6408 3.1265
13 H 0.0013 1.2955 -1.8423
14 H -0.6469 -0.3719 -2.5107
15 H 0.7507 0.1850 -3.1512

The value obtained for the energy above the lowest of the compared OMol25 structures with the same formula, charge and spin is 8.117 eV. Its orbital gap (spin up / spin down) is 6.37 / 6.36 eV. The calculation puts the electronic energy at -20221.405 eV. The net charge is -1.



A gas-phase ion, C5H7O3P (charge -2) in a non-equilibrium geometry. Source: the OMol25 dataset; level of theory: the ωB97M-V functional and the def2-TZVPD basis.

Positions of all 16 atoms, in Å:
1 C 1.8516 -0.2019 -0.7670
2 C -0.1840 -2.1444 0.1523
3 C 0.8030 0.2145 -0.0099
4 C -0.4485 -0.4989 0.0843
5 C 0.6917 1.6603 0.5482
6 O -3.0230 -0.9872 -0.1887
7 O -2.0975 0.7853 1.5245
8 O -1.9309 1.2627 -1.0807
9 P -2.1076 0.2353 0.0513
10 H 2.6058 0.3581 -1.2800
11 H 2.0407 -1.3320 -1.1314
12 H -0.9791 -2.7950 -0.1109
13 H 0.8610 -2.2874 0.0831
14 H -0.3842 1.7931 0.4596
15 H 1.3682 2.3400 0.0504
16 H 0.9327 1.5973 1.6149

As for the spin multiplicity: 3. Its orbital gap (spin up / spin down) is 5.05 / 6.12 eV. The calculation puts the electronic energy at -20725.832 eV. The net charge is -2.



Question: electronic energy of number 6 (C5H7NdO4)?
Answer: -28755.720 eV